[1]
Below is 3 unconnected molecules or ions with the total composition C5H16O2S in a non-equilibrium geometry, with properties calculated with ωB97M-V/def2-TZVPD.

Each line ends with the Mulliken charge.
Geometry (Å):
C -0.122082 -1.706700 1.837517  -0.9074
C -0.427581 -1.906032 0.404933  -0.3654
C -1.162858 -0.751290 -0.215361  -0.1264
C -1.293259 -0.963227 -1.701041  -0.8517
S 0.312244 -0.731315 -2.607354  -0.1418
C 0.872514 1.049423 -2.284897  -0.7578
H 0.992495 -1.686045 1.930690  0.2590
H -0.627317 -0.789553 2.208438  0.1318
H -0.429345 -2.586035 2.486087  0.2719
H -0.883322 -2.827784 0.180262  0.4622
H 0.674493 -1.999565 -0.081319  0.1555
H -0.380200 0.021743 -0.028971  -0.0045
H -2.244770 -0.615754 0.119828  0.3025
H -1.410447 -2.044753 -1.904188  0.3471
H -2.042685 -0.371635 -2.085605  0.4444
H 0.148248 1.559983 -1.617032  0.0606
H 1.071258 1.676156 -3.136765  0.4366
H 1.720796 1.004340 -1.726444  0.3230
O 0.893815 1.723634 2.243202  -0.5689
H 1.701920 1.524636 1.998332  0.2960
H 0.494556 0.962965 2.698341  0.2418
O 0.891557 3.206546 0.124586  -0.6272
H 0.185133 2.578485 0.267128  0.3329
H 1.064837 3.671777 0.889632  0.2858

Forces on the atoms, in the same order (eV/Å):
C 0.5 -0.9 2.3
C 2.9 -0.2 -1.6
C 0.3 -0.1 -0.3
C 2.9 -1.3 0.1
S 0.0 1.2 -0.2
C -3.1 -0.6 0.0
H -0.9 0.5 0.5
H 0.5 -0.5 0.1
H 0.1 1.1 -0.6
H -0.8 -1.3 -0.1
H -2.8 0.3 0.3
H -1.6 0.7 0.0
H 1.7 0.2 0.5
H -0.6 0.5 -0.1
H -1.6 1.1 -1.3
H 0.2 -0.3 -0.7
H -0.3 -0.2 -0.7
H 2.6 -0.3 1.5
O -6.9 1.1 2.6
H 6.3 -1.8 -1.9
H 0.5 0.4 -0.3
O -0.1 -0.9 -3.6
H 0.0 0.1 0.6
H 0.2 1.2 2.6

Calculated values
SMILES = CCCCSC.O.O
ΔE to the lowest compared entry with this formula, charge and spin = 2.170 eV
Spin multiplicity = 1
Frontier orbital gap = 9.13 eV
LUMO = 0.025 Ha
Max |F| = 7.40 eV Å⁻¹

[2]
Below is 4 unconnected molecules or ions with the total composition C5H16O3 in a non-equilibrium geometry, with properties calculated with ωB97M-V/def2-TZVPD.

Each line ends with the Mulliken charge.
Geometry (Å):
C -1.307435 0.009915 -1.013224  -1.0497
C -0.632945 -0.520214 0.001977  0.8244
C -1.195461 -1.458198 1.024888  -1.3245
C 0.882569 -0.417256 0.013763  -0.7865
C 1.637216 0.049564 1.259880  -1.2677
H -2.355574 -0.244297 -1.128371  0.3097
H -0.876577 0.797809 -1.613637  0.3552
H -1.757857 -2.261214 0.534670  0.4079
H -1.875114 -1.051751 1.769728  0.2432
H -0.402534 -1.976967 1.553745  0.3614
H 1.212680 -1.423365 -0.218036  0.5467
H 1.197317 0.144234 -0.833896  0.3738
H 1.771849 1.122904 1.210355  0.3512
H 2.650020 -0.337465 1.218433  0.4048
H 1.155168 -0.305149 2.164802  0.3016
O 0.289282 -2.289405 -3.579885  -0.6583
H 0.000334 -1.656693 -2.920384  0.3433
H -0.498930 -2.503270 -4.091301  0.3103
O 1.181333 2.647167 -0.343438  -0.5849
H 0.404729 2.771096 0.226632  0.3139
H 1.542139 3.531570 -0.182342  0.2861
O -0.747164 2.038481 1.776858  -0.6862
H -0.610956 1.348372 1.108482  0.3314
H -1.664087 1.984132 2.060299  0.2927

Forces on the atoms, in the same order (eV/Å):
C -0.7 0.2 0.7
C 1.1 -0.2 0.0
C -0.4 -1.0 -0.2
C -0.1 -0.3 0.3
C 0.0 -0.1 -0.5
H -0.1 0.3 -0.1
H 0.1 -0.2 -0.4
H -0.1 0.1 -0.1
H 0.1 0.4 0.0
H 0.2 0.1 0.2
H 0.0 -0.5 0.0
H 0.2 0.7 -0.6
H -0.4 0.1 0.5
H 0.1 -0.3 0.1
H 0.0 0.2 0.3
O 0.0 -0.2 -0.2
H -0.1 0.2 0.2
H 0.1 0.1 0.1
O -0.4 1.2 0.4
H -0.2 -0.6 -0.1
H 0.6 -0.2 -0.5
O 0.3 0.2 -0.1
H -0.4 0.0 0.3
H 0.0 -0.1 -0.2

Calculated values
SMILES = C=C(C)CC.O.O.O
ΔE to the lowest compared entry with this formula, charge and spin = 0.681 eV
Spin multiplicity = 1
Frontier orbital gap = 10.27 eV
LUMO = 0.023 Ha
Max |F| = 1.29 eV Å⁻¹

[3]
Below is a molecular structure, C5H16O3 in a non-equilibrium geometry, with properties calculated with ωB97M-V/def2-TZVPD.

Each line ends with the Mulliken charge.
Geometry (Å):
C 14.187281 4.504989 -9.704387  -1.3078
C 13.178635 3.432137 -9.197393  0.0618
O 11.948057 3.838960 -9.495341  -0.6881
H 15.214845 4.173518 -9.853831  0.3540
H 14.279565 5.372375 -9.050766  0.3688
H 13.679727 4.931923 -10.569381  0.2870
H 13.203134 3.022284 -8.187678  0.3382
H 13.259220 2.591135 -9.886099  -0.1768
H 11.341383 3.097374 -9.435316  0.8188
C 12.544479 2.496633 -12.079342  -1.0101
C 11.836901 1.239171 -11.609968  -0.6784
O 10.493999 1.479920 -11.646103  -0.5468
H 12.699220 2.390723 -13.153089  0.4942
H 13.522858 2.486833 -11.598949  0.3514
H 12.058661 3.442474 -11.839655  0.1166
H 12.202853 1.149518 -10.587160  0.3620
H 12.199610 0.264605 -11.936734  0.4305
H 10.227718 1.544583 -12.566170  0.3904
C 9.850001 3.303667 -10.069922  -0.9857
O 10.677130 2.251248 -9.571395  -0.7265
H 9.022492 2.859473 -10.623111  0.3629
H 9.546167 3.992563 -9.281748  0.3034
H 10.319182 3.893455 -10.857391  0.3028
H 10.768262 1.712733 -10.360892  0.7773

Forces on the atoms, in the same order (eV/Å):
C -0.5 0.0 1.2
C 1.7 -0.5 -1.0
O 2.4 8.1 0.6
H -0.2 -0.3 -0.4
H -0.2 -0.1 0.5
H 0.5 -0.3 -0.4
H 0.9 0.4 0.5
H 1.4 -0.8 0.5
H 2.5 0.2 1.3
C 1.3 -1.0 -1.4
C 3.5 0.4 0.4
O -2.2 -2.2 -3.1
H 0.1 0.5 -0.2
H 0.1 0.3 -0.5
H -0.1 -0.4 0.1
H -0.6 -0.2 0.4
H -0.3 0.1 -1.2
H -0.3 0.1 0.0
C -3.0 0.2 -1.3
O -6.2 -3.8 1.5
H -0.5 0.0 0.8
H 0.0 -0.4 0.0
H 0.4 -0.1 0.4
H -0.8 0.0 1.5

Calculated values
ΔE to the lowest compared entry with this formula, charge and spin = 5.835 eV
Spin multiplicity = 1
Frontier orbital gap = 8.86 eV
LUMO = 0.016 Ha
Max |F| = 8.44 eV Å⁻¹

[4]
Below is 4 unconnected molecules or ions with the total composition C5H16O4S in a non-equilibrium geometry, with properties calculated with ωB97M-V/def2-TZVPD.

Each line ends with the Mulliken charge.
Geometry (Å):
C 0.653712 -0.161488 -3.256770  -0.8749
S 0.389168 0.449588 -1.522533  0.1147
C 0.335299 -1.219408 -0.718549  -0.6007
C -1.008632 -1.922107 -0.407918  -0.8247
C -2.398995 -1.271768 0.001104  -0.4206
C -2.194234 0.074378 0.717731  -0.1510
O -2.120647 -0.028139 1.912417  -0.4487
H -0.182690 -0.536656 -3.791839  0.3056
H 1.121260 0.699992 -3.771607  0.2991
H 1.349189 -1.024182 -3.133512  0.2478
H 0.865229 -1.095059 0.217780  0.1438
H 1.001664 -1.836031 -1.338822  0.4736
H -0.769847 -2.616302 0.407202  0.3678
H -1.312191 -2.543250 -1.246911  0.3048
H -2.844112 -1.086697 -0.973317  0.3068
H -2.971683 -1.943570 0.605031  0.2996
H -2.339183 0.994640 0.220713  0.4661
O 1.249879 2.904526 0.096333  -0.5259
H 0.822176 3.393785 0.766167  0.2873
H 0.550755 2.945684 -0.530174  0.2688
O 2.992758 0.681606 1.210295  -0.6168
H 3.260876 1.528712 0.898442  0.2642
H 2.257741 0.258777 0.833296  0.3205
O 0.366928 -0.568275 3.274266  -0.6065
H 0.974229 -0.188349 2.714150  0.3201
H -0.115894 -1.219949 2.836094  0.2792

Forces on the atoms, in the same order (eV/Å):
C 1.6 0.4 1.2
S -0.4 -1.4 -0.9
C -0.4 0.9 0.2
C -0.5 -1.0 0.4
C 2.5 2.2 -2.1
C -1.5 -3.6 1.0
O 0.6 1.1 0.8
H -1.1 0.0 -0.2
H -0.2 -0.8 0.0
H -0.1 0.9 -0.4
H 0.1 0.1 0.3
H -0.5 -0.1 0.3
H 0.1 0.0 -0.2
H 0.4 -0.2 -0.2
H -0.6 0.0 0.1
H -0.2 -0.3 0.3
H 0.3 1.4 -0.9
O 0.9 -0.3 -0.2
H -0.2 0.9 1.9
H -0.6 -0.4 -1.5
O 2.0 -1.0 2.4
H -0.7 0.7 -0.9
H -1.3 0.3 -1.5
O -0.8 0.2 3.4
H 2.1 1.3 -2.0
H -1.2 -1.4 -1.2

Calculated values
SMILES = CSCCCC=O.O.O.O
Spin multiplicity = 1
Frontier orbital gap = 9.53 eV
LUMO = 0.014 Ha
Max |F| = 4.03 eV Å⁻¹